The following is a quantum chemistry calculation of a structure of composition C38H34N4P2S2Y in a non-equilibrium geometry, from OMol25.

Output
Max |F| ... 2.2 eV Å⁻¹
E_tot ... -87206.94913 eV
E_LUMO ... -3.55 eV
ΔE to the lowest compared entry with this formula, charge and spin ... 0.0 kJ/mol

```
! wB97M-V def2-TZVPD RIJCOSX def2/J DEFGRID3
* xyz 1 1
Y -0.613 -0.276 -0.717
C 3.327 -1.758 -4.617
S 1.986 -2.952 -4.272
C 0.908 -2.142 -3.179
S 1.547 -0.939 -2.105
N -0.282 -2.693 -3.296
N -1.158 -2.238 -2.326
C -2.258 -2.877 -2.232
C -3.188 -2.454 -1.167
C -4.381 -3.104 -0.944
C -5.190 -2.676 0.077
C -4.838 -1.633 0.886
C -3.656 -0.974 0.562
N -2.817 -1.388 -0.406
H 3.853 -2.088 -5.510
H 4.024 -1.611 -3.807
H 2.907 -0.797 -4.840
H -2.511 -3.713 -2.888
H -4.666 -3.930 -1.577
H -6.152 -3.163 0.210
H -5.466 -1.257 1.704
H -3.428 -0.062 1.116
C -0.782 -1.457 2.565
P 0.673 -1.652 1.433
C 2.093 -0.977 2.333
C 2.083 0.423 2.524
C 3.070 1.054 3.208
C 4.114 0.308 3.741
C 4.174 -1.075 3.537
C 3.140 -1.716 2.827
C 0.853 -3.434 1.312
C 0.388 -4.295 2.296
C 0.284 -5.687 2.112
C 0.698 -6.216 0.903
C 1.217 -5.357 -0.077
C 1.329 -3.995 0.115
C -1.295 -0.069 2.468
C -2.000 0.660 3.397
C -2.246 1.912 2.769
C -1.702 1.823 1.495
C -1.748 2.894 0.445
P -0.532 2.563 -0.928
C -1.077 3.672 -2.237
C -1.109 5.037 -2.001
C -1.698 5.872 -2.931
C -2.353 5.330 -4.020
C -2.289 3.981 -4.283
C -1.625 3.152 -3.416
C 1.109 3.083 -0.416
C 2.156 2.822 -1.298
C 3.487 3.092 -0.882
C 3.724 3.742 0.320
C 2.682 3.994 1.204
C 1.399 3.665 0.842
N -1.101 0.620 1.302
H -0.605 -1.801 3.591
H -1.513 -2.192 2.128
H 1.244 1.034 2.230
H 3.111 2.143 3.301
H 4.895 0.803 4.327
H 5.048 -1.641 3.864
H 3.229 -2.781 2.637
H -0.020 -3.900 3.251
H -0.057 -6.309 2.912
H 0.625 -7.277 0.632
H 1.591 -5.721 -0.997
H 1.709 -3.333 -0.652
H -2.186 0.440 4.425
H -2.790 2.742 3.228
H -1.666 3.927 0.756
H -2.660 2.948 -0.132
H -0.669 5.522 -1.149
H -1.699 6.966 -2.732
H -2.855 5.977 -4.713
H -2.791 3.576 -5.154
H -1.581 2.080 -3.607
H 2.017 2.437 -2.282
H 4.340 2.870 -1.499
H 4.752 4.071 0.611
H 2.880 4.466 2.175
H 0.589 3.915 1.516
*
```